# 1
9
Properties=species:S:1:pos:R:3:forces:R:3 method="wB97M-V/def2-TZVPD" e_above_lowest_kcal_mol=61.1 lumo_ev=-0.584 total_charge=0 spin_multiplicity=1 homo_ha=-0.4296
N 2.418 -0.440 0.744 2.2 -1.4 1.6
C 1.666 0.182 0.187 -2.1 0.7 -2.2
C 0.552 0.772 -0.534 -3.3 -3.1 1.4
N -0.705 0.672 0.381 0.2 -1.0 0.0
S -1.379 -0.709 0.431 0.9 1.3 -0.3
O -2.499 -0.825 1.326 1.0 -0.3 -1.0
O -0.860 -1.751 -0.428 -0.9 0.4 1.0
H 0.665 1.761 -0.649 0.5 3.6 -0.5
H 0.142 0.339 -1.458 1.5 -0.3 0.0


# 2
11
Properties=species:S:1:pos:R:3:forces:R:3 method="wB97M-V/def2-TZVPD" e_above_lowest_kcal_mol=95.2 lumo_ev=-1.258 total_charge=0 spin_multiplicity=1 homo_ha=-0.3410
O 1.413 0.202 -1.593 -0.2 -2.0 0.6
C 1.306 -0.958 -1.161 3.2 4.4 -2.2
O 0.237 -1.407 -0.646 -0.8 -3.0 1.8
N -1.031 -0.879 -0.821 -2.1 3.9 4.0
C -1.380 -0.016 0.202 3.6 -2.5 -4.0
C -0.532 0.694 1.219 -2.2 -1.0 3.2
O 0.534 1.358 0.964 1.2 0.6 -0.4
S -1.050 0.729 2.808 0.0 -0.6 -1.5
H 2.246 -1.604 -1.169 -1.7 0.1 0.3
H -2.355 0.339 0.160 -1.7 0.2 -0.2
H 0.611 1.543 0.038 0.6 -0.1 -1.6


# 3
18
Properties=species:S:1:pos:R:3:forces:R:3 method="wB97M-V/def2-TZVPD" e_above_lowest_kcal_mol=30.7 lumo_ev=0.760 total_charge=0 spin_multiplicity=1 homo_ha=-0.3434
H -2.579 -2.307 0.234 -0.1 0.2 0.1
N -1.857 -2.010 -0.417 -0.3 -0.7 -0.5
C -1.466 -0.821 -0.268 0.6 0.3 1.0
N -1.783 0.027 0.782 -0.8 -0.1 0.3
C -0.327 -0.280 -1.089 -0.1 1.0 0.8
C 0.563 0.548 -0.143 0.8 -0.4 -1.4
C 0.713 1.867 -0.252 -0.2 -0.3 0.1
C 1.480 -0.275 0.732 -0.2 0.3 0.3
O 2.590 -0.780 0.017 0.2 -0.2 -0.3
H -2.526 -0.233 1.411 -0.1 -0.1 -0.2
H -1.650 1.023 0.716 0.2 -0.1 -0.2
H -0.737 0.372 -1.863 0.1 -0.1 -0.2
H 0.208 -1.121 -1.529 0.0 0.2 0.0
H 0.092 2.458 -0.906 0.0 0.0 -0.3
H 1.464 2.402 0.308 0.0 0.1 0.3
H 0.950 -1.155 1.101 0.0 0.1 0.1
H 1.827 0.331 1.583 -0.2 -0.1 0.0
H 3.036 -0.046 -0.416 0.0 0.0 0.0